Record 1
Molecular formula: C3H6INO
Method: DFT, ωB97M-V/def2-TZVPD

XYZ file:
```
12
Properties=species:S:1:pos:R:3:forces:R:3:mulliken_charge:R:1
I 2.460621 -0.442073 0.037099 -0.501 -0.749 -0.179 0.05
O 0.763127 2.340957 0.282149 0.033 -0.822 -1.539 -0.22
N 0.802515 1.603102 -0.638108 -1.310 -0.521 1.622 -0.03
C -0.464125 -0.821773 -1.141383 -2.355 -0.038 -0.726 -1.03
C 0.263164 -0.137831 -0.113329 3.310 2.882 0.885 0.45
C -0.299547 0.050437 1.231645 -3.796 -1.239 -3.352 -1.15
H 0.033176 -0.594870 1.939486 0.649 -2.443 1.974 0.36
H -1.467517 -0.046692 1.038133 2.284 0.635 1.167 0.27
H -0.437064 -0.281361 -2.087027 0.186 -0.031 -0.188 0.34
H -0.173650 -1.844452 -1.317213 0.036 -0.393 0.043 0.29
H -1.544818 -0.775420 -0.768817 1.203 -0.427 -0.885 0.26
H 0.064122 0.949974 1.537361 0.258 3.146 1.178 0.43
```
Forces are in eV/Å.

Properties
2S+1: 1
Total charge: 0
Gap between HOMO and LUMO, Eh: 0.314
Highest occupied orbital energy, eV: -8.619
Relative energy (zero: lowest compared OMol25 entry of this formula, charge and spin), kcal/mol: 78.2

Record 2
Molecular formula: C3H6INO3
Method: DFT, ωB97M-V/def2-TZVPD

XYZ file:
```
14
Properties=species:S:1:pos:R:3:forces:R:3:mulliken_charge:R:1
I -2.814468 -0.864859 0.242873 0.220 0.071 0.194 0.20
O -0.325996 2.507179 0.561054 0.282 1.121 0.040 -0.52
O -1.919810 1.965711 -0.819529 -0.314 0.958 -0.568 -0.46
O 0.054311 -1.985008 -0.545416 0.131 -0.430 0.042 -0.52
N -1.087797 1.787766 0.001069 0.395 -4.466 1.345 0.77
C 1.539275 -0.123133 -0.041886 -0.189 -0.050 -0.251 -1.24
C 0.143868 -0.586207 -0.452644 0.162 0.331 -0.088 0.23
C -0.901298 -0.044207 0.511092 -0.745 2.252 -1.108 -0.69
H 0.360955 -2.384499 0.276918 0.020 0.005 0.002 0.35
H -0.609341 0.012811 1.554595 -0.042 0.135 0.020 0.50
H -0.098066 -0.240863 -1.465629 0.004 0.074 0.215 0.33
H 1.796053 -0.530116 0.934646 0.030 -0.028 0.144 0.37
H 1.593104 0.960963 0.009568 0.016 0.069 0.052 0.35
H 2.269215 -0.475544 -0.766705 0.028 -0.041 -0.037 0.33
```
Forces are in eV/Å.

Properties
2S+1: 1
Total charge: 0
Gap between HOMO and LUMO, Eh: 0.364
Highest occupied orbital energy, eV: -9.624
Relative energy (zero: lowest compared OMol25 entry of this formula, charge and spin), kcal/mol: 101.1

Record 3
Molecular formula: C3H6InO
Method: DFT, ωB97M-V/def2-TZVPD

XYZ file:
```
11
Properties=species:S:1:pos:R:3:forces:R:3:mulliken_charge:R:1
In -29.344790 11.428160 -25.055740 -0.252 0.327 -0.342 1.19
O -27.011660 7.996770 -21.876310 2.778 -2.507 2.700 0.12
C -26.312640 7.415570 -21.080750 -2.501 5.025 -3.819 0.88
C -25.147160 8.079540 -20.326260 2.172 1.292 1.484 -0.82
C -26.788330 6.088270 -20.600620 -0.510 -4.477 0.923 -0.70
H -27.282510 6.350180 -19.665050 -0.463 0.523 0.401 0.36
H -25.899890 5.492080 -20.392460 0.673 0.203 0.030 0.38
H -27.391220 5.484610 -21.279010 -0.465 0.652 -0.357 0.41
H -24.631050 8.887630 -20.844650 -0.187 -0.207 -1.004 0.39
H -25.673780 8.605170 -19.529710 -1.002 0.008 0.433 0.39
H -24.435850 7.404730 -19.850070 -0.243 -0.838 -0.451 0.39
```
Forces are in eV/Å.

Properties
2S+1: 1
Total charge: +3
Gap between HOMO and LUMO, Eh: 0.090
Highest occupied orbital energy, eV: -22.890
Relative energy (zero: lowest compared OMol25 entry of this formula, charge and spin), kcal/mol: 0.0

Record 4
Molecular formula: C3H6LiO5Yb
Method: DFT, ωB97M-V/def2-TZVPD

XYZ file:
```
16
Properties=species:S:1:pos:R:3:forces:R:3:mulliken_charge:R:1
Yb 0.333315 2.573238 -0.360384 -0.225 -1.496 0.027 0.58
O 0.061008 -1.276944 -0.415732 1.501 1.555 -1.481 -0.55
O 1.905378 0.874909 -0.632894 -1.780 0.093 0.585 -0.66
O -1.800722 1.232705 -0.363714 0.146 1.556 -0.168 -0.68
O 2.987081 0.473054 1.291819 -1.897 -1.023 -0.128 -0.60
O 3.176005 -0.899235 -0.463292 -0.991 -1.531 -0.008 -0.44
C -2.056270 -0.121122 -0.131528 -0.069 -0.656 0.079 -0.21
C -0.848900 -0.760322 0.528902 0.062 0.289 0.230 -0.51
C 2.529395 0.094494 0.208873 3.426 3.548 -0.588 0.63
Li -3.006100 2.525573 -0.544258 0.385 -0.300 0.030 0.58
H -2.922759 -0.333595 0.523276 -0.034 0.544 -0.054 0.33
H 0.527542 -0.523779 -1.010244 -1.507 -2.104 2.299 0.38
H 2.935246 -1.729110 -0.034976 0.381 -0.185 0.035 0.33
H -0.422698 0.006896 1.197232 0.340 0.239 -0.331 0.16
H -1.119020 -1.505039 1.294912 0.049 -0.504 -0.853 0.38
H -2.278499 -0.631730 -1.087990 0.212 -0.027 0.327 0.26
```
Forces are in eV/Å.

Properties
2S+1: 2
Total charge: 0
Gap between HOMO and LUMO (alpha / beta), Eh: 0.170 / 0.276
Highest occupied orbital energy (alpha / beta), eV: -5.564 / -8.415

Record 5
Molecular formula: C3H6N
Method: DFT, ωB97M-V/def2-TZVPD

XYZ file:
```
10
Properties=species:S:1:pos:R:3:forces:R:3:mulliken_charge:R:1
N -1.596718 -0.238379 0.006733 2.364 -0.402 0.055 -0.15
C -2.633670 0.211807 0.048521 -1.460 0.237 0.435 0.07
C 0.952957 0.432888 0.039429 2.354 2.867 -3.181 -1.03
C 0.147147 -0.743480 -0.097469 -2.589 -0.625 -0.434 0.07
H -3.664669 0.572546 0.186818 0.852 -0.190 -0.289 0.42
H 0.284175 -1.244171 0.813532 -0.819 -1.609 1.046 0.26
H 0.814654 1.187396 0.808769 -0.528 -0.630 0.468 0.36
H 2.039269 0.189481 0.059577 -0.612 -0.706 0.532 0.35
H -0.051115 -1.379423 -1.008539 0.985 1.016 0.991 0.31
H 1.015606 0.994682 -0.915066 -0.548 0.042 0.378 0.34
```
Forces are in eV/Å.

Properties
2S+1: 1
Total charge: +1
Structure (SMILES): C#[N+]CC
Gap between HOMO and LUMO, Eh: 0.481
Highest occupied orbital energy, eV: -17.255
Relative energy (zero: lowest compared OMol25 entry of this formula, charge and spin), kcal/mol: 34.1

Record 6
Molecular formula: C3H6N
Method: DFT, ωB97M-V/def2-TZVPD

XYZ file:
```
10
Properties=species:S:1:pos:R:3:forces:R:3:mulliken_charge:R:1
N -0.641655 1.958735 0.334537 -0.793 -0.409 1.640 -0.33
C -0.149170 1.116768 -0.366492 0.698 -0.235 -1.805 0.12
C -0.315048 -0.629701 -0.121172 -0.042 0.138 -4.753 -0.56
C 0.886148 -1.150036 0.180267 2.732 -0.397 -0.414 -0.18
H 0.284774 1.165278 -1.385452 -0.060 0.411 0.912 0.35
H -0.740801 -0.767524 -1.190678 0.735 0.134 1.720 0.32
H -1.111916 1.737676 1.247447 0.623 0.472 -1.042 0.33
H -0.975043 -0.742156 0.615791 -2.969 -0.223 2.745 0.40
H 1.765920 -1.298096 -0.555252 -1.593 0.233 1.350 0.28
H 0.996791 -1.390944 1.241003 0.669 -0.124 -0.353 0.27
```
Forces are in eV/Å.

Properties
2S+1: 1
Total charge: +1
Gap between HOMO and LUMO (alpha / beta), Eh: 0.328 / 0.328
Highest occupied orbital energy (alpha / beta), eV: -15.973 / -15.973
Relative energy (zero: lowest compared OMol25 entry of this formula, charge and spin), kcal/mol: 64.6

E, record by record: -545.457137, -695.942349, -381.791996, -1660.316552, -172.304339, -172.255738 hartree